Entry from the OMol25 dataset: a cluster of 9 separate species, C22H60F6O20PS8 in total at a distorted geometry (ωB97M-V with the def2-TZVPD basis set).

Values from the calculation:
charge = -1
DFT total energy = -6505.3363 hartree
Kohn-Sham gap = 8.00 eV
HOMO energy = -6.450 eV

Each line ends with the Mulliken charge.
Geometry (Å):
P1 -1.05631 -0.69943 -0.43080  1.375
F1 -1.48938 -1.78377 0.68664  -0.350
F2 -1.28785 0.49477 0.62856  -0.478
F3 0.49978 -0.71211 0.09766  -0.456
F4 -0.62129 0.33629 -1.59622  -0.017
F5 -0.64315 -1.94619 -1.39179  -0.486
F6 -2.56485 -0.65972 -0.94805  -0.426
O1 2.12937 3.58334 -3.48157  -0.674
S1 0.72169 3.45771 -3.64976  1.089
O2 -0.15548 3.74733 -2.57365  -0.455
O3 0.26001 4.42725 -4.81226  -0.312
C1 1.05169 4.44857 -6.00644  -0.252
C2 1.52683 5.86133 -6.29581  -1.302
C3 0.29997 1.89235 -4.33062  -0.586
H1 0.52596 4.01831 -6.86141  0.351
H2 1.93989 3.82175 -5.86962  0.352
H3 2.16715 6.22072 -5.49161  0.288
H4 0.67128 6.52963 -6.38980  0.312
H5 2.11734 5.85967 -7.21218  0.388
H6 0.96764 1.71413 -5.17049  0.371
H7 -0.72045 1.98524 -4.69848  0.419
H8 0.36052 1.12872 -3.55905  -0.089
O4 1.82413 1.61788 1.95880  -0.369
S2 2.75323 2.09476 0.99408  0.989
O5 3.30748 3.40396 1.06129  -0.686
O6 3.95583 1.04848 1.04261  -0.266
C4 5.06036 1.29539 0.14391  -0.502
C5 5.40439 -0.00420 -0.56181  -0.709
C6 2.08211 1.77403 -0.60284  -0.150
H9 5.89332 1.59300 0.78296  0.327
H10 4.87003 2.10421 -0.55795  0.427
H11 5.56933 -0.79749 0.16564  0.245
H12 6.28426 0.10425 -1.19464  0.416
H13 4.58183 -0.29911 -1.22017  -0.023
H14 2.69832 2.24379 -1.36797  0.372
H15 1.06055 2.12852 -0.69266  0.387
H16 2.15639 0.69205 -0.66321  -0.480
O7 -1.93252 -6.37049 0.56323  -0.617
S3 -2.82109 -5.80511 -0.40733  1.250
O8 -3.41860 -6.64256 -1.40014  -0.674
O9 -4.05242 -5.14203 0.32205  -0.391
C7 -3.78872 -4.18848 1.38609  0.779
C8 -4.63247 -4.54838 2.60448  -1.345
C9 -2.05118 -4.40133 -1.17834  -0.675
H17 -4.01540 -3.18635 1.02690  0.170
H18 -2.73356 -4.22341 1.64299  -0.336
H19 -5.60936 -4.07051 2.55209  0.337
H20 -4.12309 -4.18123 3.49288  0.313
H21 -4.74150 -5.63011 2.65737  0.378
H22 -1.39512 -3.96972 -0.43282  0.007
H23 -2.86799 -3.74586 -1.45969  0.334
H24 -1.50621 -4.77389 -2.04098  0.451
O10 2.97704 -0.08349 -3.95797  -0.487
S4 2.93263 -1.24133 -4.78334  1.209
O11 3.93069 -1.47652 -5.75055  -0.691
O12 2.89664 -2.52682 -3.86999  -0.433
C10 2.03896 -2.49321 -2.70802  0.654
C11 2.41689 -3.61669 -1.78105  -1.545
C12 1.34877 -1.35259 -5.54922  -0.827
H25 1.00802 -2.69423 -3.00658  0.226
H26 2.13072 -1.53814 -2.19796  -0.025
H27 3.41728 -3.43045 -1.36621  0.356
H28 2.50207 -4.59210 -2.25533  0.376
H29 1.74731 -3.60633 -0.92173  0.330
H30 0.56989 -1.33597 -4.79054  0.177
H31 1.31382 -2.28473 -6.10837  0.362
H32 1.24514 -0.52349 -6.24631  0.367
O13 -0.89278 -1.49149 6.07068  -0.710
S5 -1.61962 -0.95749 4.97780  1.240
O14 -2.43174 -1.81289 4.18389  -0.629
O15 -2.62602 0.14897 5.52225  -0.317
C13 -2.37950 0.72890 6.82162  -0.265
C14 -1.42964 1.90092 6.76015  -0.966
C15 -0.57679 0.02406 3.95334  0.235
H33 -2.03365 -0.04399 7.50483  0.308
H34 -3.36168 1.06121 7.15643  0.324
H35 -0.38805 1.58436 6.66325  0.300
H36 -1.43849 2.43117 7.71673  0.395
H37 -1.68442 2.59693 5.96314  0.202
H38 -0.32783 0.90699 4.53386  0.241
H39 -1.13231 0.25241 3.05263  -0.089
H40 0.33239 -0.53202 3.74039  -0.340
O16 3.29462 -1.24143 4.93804  -0.655
S6 3.11938 -2.36603 4.08971  1.302
O17 3.86197 -3.55983 4.31878  -0.672
O18 1.57218 -2.71548 4.12218  -0.145
C16 1.20298 -4.04063 3.67485  -0.602
C17 -0.28242 -4.01007 3.41048  -0.627
C18 3.26491 -1.86300 2.40789  -0.411
H41 1.52328 -4.77424 4.41237  0.279
H42 1.72730 -4.29887 2.74882  0.406
H43 -0.48910 -3.15559 2.77304  -0.060
H44 -0.84109 -4.01648 4.34636  0.257
H45 -0.60225 -4.94599 2.94130  0.472
H46 4.30066 -1.67437 2.15413  0.453
H47 2.59950 -1.00980 2.27833  -0.068
H48 2.82377 -2.65706 1.80598  0.078
C19 -3.90355 1.97058 -1.41674  -0.507
S7 -4.67692 3.19429 -2.46162  0.374
O19 -4.56722 4.50493 -1.77519  -0.606
C20 -3.38244 3.19976 -3.70879  -0.706
H49 -3.91911 1.01996 -1.94939  0.351
H50 -4.45413 1.89758 -0.48343  0.428
H51 -2.85490 2.21893 -1.24906  -0.188
H52 -2.49650 3.65901 -3.27217  0.056
H53 -3.74045 3.79896 -4.54593  0.438
H54 -3.19461 2.18648 -4.06702  0.304
C21 -1.93048 4.89878 0.45675  -0.697
S8 -0.54484 4.71545 1.58535  0.604
O20 -0.63332 5.85733 2.54744  -0.743
C22 -1.19780 3.33649 2.51872  -0.775
H55 -2.01529 5.95344 0.20133  0.477
H56 -2.85982 4.59375 0.93688  0.314
H57 -1.77537 4.33360 -0.46125  -0.024
H58 -1.48713 2.52974 1.84334  0.116
H59 -2.02100 3.69453 3.13538  0.526
H60 -0.41930 2.91740 3.15525  0.253